Arrangement w

ORCA calculation (the ωB97M-V functional and the def2-TZVPD basis) on a molecular structure, C3H7ClN2Si.

The geometry in ORCA input format:
```
! RIJCOSX wB97M-V def2-TZVPD def2/J DEFGRID3
* xyz 0 1
C -0.868 1.429 -0.861
C -1.181 1.411 0.604
C 0.952 -1.978 -0.537
N 0.120 0.820 -1.312
N -0.397 0.175 1.079
Si 0.877 -0.139 -0.106
Cl 2.890 0.225 0.288
H -1.630 1.918 -1.554
H -0.930 2.256 1.090
H -2.226 1.111 0.834
H 1.866 -2.232 -0.991
H 1.142 -2.600 0.378
H -0.024 -2.487 -0.919
H -0.591 0.091 2.005
*
```

The calculation puts the frontier orbital gap at 10.32 eV. The highest occupied orbital energy comes out at -0.3506 Ha.


Arrangement x

ORCA calculation (the ωB97M-V functional and the def2-TZVPD basis) on C3H7ClN2Si in the gas phase.

The geometry in ORCA input format:
```
! RIJCOSX wB97M-V def2-TZVPD def2/J DEFGRID3
* xyz 0 1
H 0.790 -0.031 2.488
N 0.019 -0.032 1.951
Si -0.107 0.851 0.646
C 0.820 2.343 -0.236
N -1.280 -0.308 -0.256
C -1.166 -1.610 -0.629
C -0.011 -2.241 -0.566
Cl 1.629 -1.337 -0.164
H 0.298 3.110 -0.793
H 1.425 2.892 0.332
H 1.456 1.940 -0.967
H -2.243 -0.069 -0.573
H -2.003 -2.298 -0.932
H 0.373 -3.210 -0.300
*
```

The SMILES is [H]/N=[Si](\C)N/C=C\Cl. The calculation puts the frontier orbital gap at 8.30 eV. The highest occupied orbital energy comes out at -0.3025 Ha.


Verdict on stability: arrangement x comes out at the bottom.


Arrangement w

ORCA calculation (the ωB97M-V functional and the def2-TZVPD basis) on a molecular structure, C29H30AsIrN4S4Se.

The geometry in ORCA input format:
```
! RIJCOSX wB97M-V def2-TZVPD def2/J DEFGRID3
* xyz 0 1
Ir 0.289 -0.357 0.115
S -1.893 -0.897 -0.894
S -1.880 -2.949 -1.125
S -1.231 -3.498 0.732
S 0.647 -2.619 0.696
C -1.724 4.003 -3.157
C -1.124 4.635 -2.072
C -0.425 3.901 -1.131
C -0.336 2.516 -1.268
C -0.933 1.879 -2.344
C -1.624 2.628 -3.288
N 0.394 1.726 -0.307
N 1.272 2.396 0.296
C 2.073 1.655 1.149
C 3.028 2.345 1.909
C 3.838 1.629 2.759
C 3.693 0.236 2.826
C 2.750 -0.433 2.066
C 1.897 0.261 1.194
H -2.268 4.583 -3.891
H -1.200 5.709 -1.959
H 0.041 4.388 -0.286
H -0.875 0.801 -2.427
H -2.091 2.121 -4.123
H 3.103 3.421 1.812
H 4.587 2.128 3.359
H 4.334 -0.330 3.492
H 2.649 -1.507 2.164
C 3.248 -1.903 -1.387
As 1.701 -0.807 -1.769
C 0.894 -1.750 -3.247
C 2.615 0.764 -2.541
C 2.864 0.632 -4.011
C 4.080 0.158 -4.493
C 4.289 -0.003 -5.856
C 3.284 0.313 -6.757
C 2.069 0.796 -6.286
C 1.861 0.951 -4.925
H 3.838 -1.997 -2.299
H 2.920 -2.881 -1.045
H 3.837 -1.422 -0.607
H 1.597 -1.848 -4.072
H -0.007 -1.233 -3.571
H 0.608 -2.725 -2.853
H 3.554 0.823 -1.987
H 2.039 1.661 -2.319
H 4.873 -0.083 -3.794
H 5.242 -0.372 -6.214
H 3.445 0.190 -7.820
H 1.280 1.050 -6.982
H 0.910 1.328 -4.562
C -3.041 1.957 0.948
N -1.947 2.419 1.789
C -1.073 1.621 2.428
Se -0.967 -0.238 2.328
N -0.222 2.413 3.108
C -0.511 3.747 2.870
C 0.087 4.926 3.291
C -0.472 6.106 2.832
C -1.588 6.109 1.987
C -2.182 4.931 1.567
C -1.620 3.749 2.027
H -3.213 0.903 1.154
H -2.788 2.076 -0.105
H -3.934 2.538 1.180
H 0.597 2.034 3.557
H 0.951 4.921 3.941
H -0.036 7.049 3.132
H -1.991 7.054 1.650
H -3.036 4.932 0.903
*
```

The calculation puts the frontier orbital gap at 5.84 eV. The highest occupied orbital energy comes out at -0.2472 Ha.


Arrangement x

ORCA calculation (the ωB97M-V functional and the def2-TZVPD basis) on a molecular structure, C29H30AsIrN4S4Se.

The geometry in ORCA input format:
```
! RIJCOSX wB97M-V def2-TZVPD def2/J DEFGRID3
* xyz 0 1
Ir -1.320 0.696 0.285
S -3.507 0.869 1.141
S -3.190 0.674 3.168
S -2.416 -1.212 3.217
S -0.698 -0.941 2.063
C 4.123 -0.792 0.924
C 4.070 0.540 0.537
C 2.900 1.061 0.007
C 1.786 0.244 -0.121
C 1.825 -1.084 0.272
C 3.004 -1.603 0.787
N 0.563 0.801 -0.627
N 0.730 1.557 -1.616
C -0.445 2.191 -2.016
C -0.396 3.036 -3.125
C -1.543 3.702 -3.502
C -2.711 3.519 -2.758
C -2.747 2.678 -1.656
C -1.605 1.977 -1.253
H 5.035 -1.194 1.348
H 4.936 1.177 0.660
H 2.831 2.096 -0.303
H 0.941 -1.700 0.185
H 3.038 -2.639 1.094
H 0.538 3.155 -3.660
H -1.538 4.363 -4.359
H -3.611 4.050 -3.046
H -3.666 2.571 -1.093
C -3.857 -0.696 -1.936
As -2.171 -1.070 -1.080
C -1.046 -1.469 -2.602
C -2.497 -2.781 -0.200
C -2.735 -3.896 -1.168
C -4.017 -4.194 -1.622
C -4.226 -5.203 -2.552
C -3.153 -5.935 -3.040
C -1.872 -5.655 -2.586
C -1.667 -4.646 -1.658
H -4.119 -1.532 -2.584
H -3.757 0.214 -2.526
H -4.619 -0.550 -1.173
H -1.501 -2.237 -3.225
H -0.066 -1.804 -2.264
H -0.925 -0.546 -3.171
H -3.359 -2.595 0.445
H -1.645 -2.956 0.455
H -4.861 -3.635 -1.235
H -5.231 -5.422 -2.890
H -3.316 -6.724 -3.762
H -1.029 -6.228 -2.952
H -0.664 -4.435 -1.302
C 2.181 4.539 1.863
N 2.067 3.205 2.414
C 0.978 2.401 2.331
Se -0.630 2.834 1.489
N 1.267 1.248 2.938
C 2.570 1.269 3.399
C 3.337 0.317 4.052
C 4.638 0.670 4.365
C 5.153 1.931 4.039
C 4.383 2.884 3.393
C 3.081 2.523 3.077
H 1.396 4.673 1.122
H 3.154 4.647 1.385
H 2.074 5.291 2.644
H 0.602 0.442 2.942
H 2.933 -0.657 4.294
H 5.272 -0.042 4.875
H 6.174 2.168 4.305
H 4.781 3.860 3.149
*
```

The calculation puts the frontier orbital gap at 6.41 eV. The highest occupied orbital energy comes out at -0.2569 Ha.


Verdict on stability: arrangement w comes out at the bottom.


Arrangement w

ORCA calculation (the ωB97M-V functional and the def2-TZVPD basis) on 2 unconnected molecules or ions with the total composition C2H8NOS.

The geometry in ORCA input format:
```
! RIJCOSX wB97M-V def2-TZVPD def2/J DEFGRID3
* xyz -1 1
N -1.432 -1.289 -0.314
C -1.356 -1.086 1.129
O -0.844 0.159 1.471
H -0.546 -0.992 -0.742
H -1.594 -2.261 -0.538
H -2.373 -1.158 1.535
H -0.774 -1.888 1.620
C 1.836 1.747 -1.029
S 1.519 -0.010 -0.626
H 2.252 2.282 -0.171
H 2.528 1.833 -1.870
H 0.909 2.268 -1.296
H -0.126 0.396 0.830
*
```

The calculation puts the frontier orbital gap at 6.98 eV. The highest occupied orbital energy comes out at -0.1037 Ha.


Arrangement x

ORCA calculation (the ωB97M-V functional and the def2-TZVPD basis) on 2 unconnected molecules or ions with the total composition C2H8NOS.

The geometry in ORCA input format:
```
! RIJCOSX wB97M-V def2-TZVPD def2/J DEFGRID3
* xyz -1 1
C 1.425 0.198 1.775
S 1.580 -0.570 0.111
H 2.413 0.423 2.157
H 0.910 -0.417 2.509
H 0.904 1.162 1.692
N -1.696 -0.774 -0.673
C -1.882 0.638 -0.504
O -0.953 1.415 -1.250
H -0.798 -0.939 -0.197
H -1.558 -0.945 -1.661
H -1.775 0.868 0.562
H -2.880 0.957 -0.812
H -0.071 1.110 -0.955
*
```

The calculation puts the frontier orbital gap at 7.02 eV. The highest occupied orbital energy comes out at -0.1028 Ha.


Arrangement y

ORCA calculation (the ωB97M-V functional and the def2-TZVPD basis) on 2 unconnected molecules or ions with the total composition C2H8NOS.

The geometry in ORCA input format:
```
! RIJCOSX wB97M-V def2-TZVPD def2/J DEFGRID3
* xyz -1 1
C -1.551 0.022 -0.824
N -0.405 0.218 0.059
C -0.391 -1.068 1.012
O -0.352 -2.238 0.393
H -1.704 -1.029 -1.045
H -1.495 0.705 -1.705
H -2.450 0.328 -0.274
H 0.430 -0.032 -0.476
H -1.306 -0.928 1.621
H 0.506 -0.869 1.574
S 2.950 1.066 0.186
H 2.835 2.361 0.583
H 2.933 1.464 -1.104
*
```

The calculation puts the frontier orbital gap at 5.62 eV. The highest occupied orbital energy comes out at -0.0873 Ha.


Verdict on stability: arrangement y comes out at the bottom.